[1]
The following is a DFT calculation (ωB97M-V/def2-TZVPD) of a structure of composition C26H28AlB3Br14O26V.

Positions of all 99 atoms, in Å:
O (1.3394, 3.4641, 9.2432)
V (2.1160, 3.3069, 7.8319)
O (3.4669, 2.5831, 8.2048)
Al (-7.7455, 3.2250, -2.0740)
O (1.5372, 0.4624, 1.7065)
C (1.1453, -0.0362, 0.6628)
O (-0.0448, -0.6052, 0.3777)
B (0.0415, -1.2164, -0.9942)
O (1.3571, -0.7870, -1.5074)
C (2.0210, -0.1096, -0.6355)
O (3.1371, 0.4662, -0.7422)
O (-1.0996, -0.6008, -1.7169)
C (-2.0293, -1.4338, -1.8471)
O (-3.1503, -1.1904, -2.2125)
C (-1.5368, -2.8866, -1.5065)
O (-0.2603, -2.7036, -1.0416)
O (-2.2478, -3.9254, -1.5590)
O (-2.7960, 7.4327, 0.6455)
C (-1.5581, 7.5364, 0.8199)
O (-0.8162, 8.2138, 1.6290)
B (0.5811, 7.7026, 1.6312)
O (0.6533, 6.8767, 0.4182)
C (-0.6189, 6.6065, 0.0381)
O (-1.1021, 5.7487, -0.6837)
O (0.9567, 6.9559, 2.8343)
C (1.9596, 7.5172, 3.5507)
O (2.4915, 7.0390, 4.5693)
C (2.4639, 8.6895, 2.6488)
O (1.6125, 8.8164, 1.6209)
O (3.4247, 9.4216, 2.9453)
O (-10.5207, 3.0251, 8.8643)
C (-9.5125, 2.4146, 8.5077)
O (-8.4732, 2.9284, 7.9830)
B (-7.5591, 1.9470, 7.5329)
O (-8.0839, 0.7274, 8.2158)
C (-9.2481, 0.9388, 8.6560)
O (-10.0487, 0.0805, 8.9960)
O (-6.1387, 2.2432, 7.7833)
C (-5.4549, 2.2905, 6.6707)
O (-4.2223, 2.5463, 6.5276)
C (-6.4218, 1.9380, 5.5354)
O (-7.6219, 1.7040, 6.0294)
O (-6.1262, 2.0636, 4.3479)
Br (-2.9335, 2.0370, -7.9590)
C (-1.1292, 2.6046, -8.6322)
C (-0.0017, 2.2907, -7.6669)
Br (1.7643, 2.6370, -8.4899)
H (-1.2766, 3.6438, -8.9261)
H (-0.9619, 2.0929, -9.5800)
H (-0.0994, 1.3061, -7.2097)
H (-0.0954, 3.0539, -6.8943)
Br (11.2180, -2.2242, 3.8189)
C (11.0194, -0.2660, 3.9771)
C (9.5787, 0.0568, 4.2246)
Br (9.4822, 2.0447, 4.7012)
H (11.3991, 0.1845, 3.0601)
H (11.6608, 0.1283, 4.7654)
H (9.1065, -0.6280, 4.9290)
H (8.9894, -0.1702, 3.3361)
Br (8.1384, 6.7505, -2.7187)
C (6.2118, 7.1235, -3.0842)
C (6.0045, 8.5772, -3.4195)
Br (4.4283, 8.6425, -4.6249)
H (5.6266, 6.7501, -2.2438)
H (6.0334, 6.5698, -4.0059)
H (6.8504, 9.0452, -3.9229)
H (5.7737, 9.0909, -2.4862)
Br (4.9912, -6.0998, 0.6546)
C (5.0580, -6.9828, -1.1213)
C (5.7778, -8.2983, -1.0448)
Br (5.9055, -9.3026, -2.6982)
H (5.5123, -6.2958, -1.8354)
H (4.0084, -7.1938, -1.3260)
H (5.4744, -8.9687, -0.2406)
H (6.7968, -7.9923, -0.8079)
Br (11.5409, -1.7810, -3.0516)
C (9.6626, -2.4213, -3.1400)
C (9.1234, -1.9179, -4.5078)
Br (9.9300, -2.8006, -6.0671)
H (9.2069, -2.0762, -2.2119)
H (9.6634, -3.5108, -3.1061)
H (9.2307, -0.8499, -4.6974)
H (8.0355, -1.9838, -4.5248)
Br (-10.4267, -11.5060, -2.6143)
C (-9.2875, -11.6305, -1.0032)
C (-7.8506, -11.3493, -1.4174)
Br (-7.2875, -12.7051, -2.7387)
H (-9.4454, -12.6279, -0.5928)
H (-9.7374, -10.8379, -0.4053)
H (-7.1524, -11.3998, -0.5819)
H (-7.6946, -10.3785, -1.8877)
Br (-10.1214, -2.5813, -0.7876)
C (-10.0807, -4.2331, -1.8983)
C (-10.8367, -4.0478, -3.2063)
Br (-10.4034, -2.3654, -4.1551)
H (-10.5132, -5.1200, -1.4353)
H (-9.0545, -4.5889, -1.9903)
H (-11.9213, -4.0412, -3.0979)
H (-10.7591, -4.8701, -3.9176)

Its orbital gap is 0.8 eV. The net charge is +1. For the HOMO energy, the calculation gives -0.4053 hartree. For the energy relative to the best compared isomer or geometry (same formula, charge and spin), the calculation gives 6.837 eV.

[2]
The following is a DFT calculation (ωB97M-V/def2-TZVPD) of a structure of composition C33H36NO2OsSSi2.

Positions of all 76 atoms, in Å:
Os (0.1752, 0.1979, 0.3068)
C (-0.0014, 2.4053, 3.0653)
Si (0.4208, 0.6204, 3.2205)
C (2.1200, 0.3489, 2.4931)
C (0.4310, 0.1049, 4.9909)
N (-0.6266, -0.2599, 2.0514)
C (-1.3438, -1.4255, 2.2106)
C (-1.7428, -1.9591, 3.4496)
C (-2.3153, -3.2083, 3.5182)
C (-2.4754, -3.9633, 2.3519)
C (-2.1609, -3.4210, 1.1154)
C (-1.6729, -2.1288, 1.0581)
O (-1.3677, -1.4714, -0.1227)
C (-2.0416, -1.8311, -1.3265)
C (-1.3358, -1.7257, -2.5039)
C (-1.9763, -2.0244, -3.6984)
C (-3.3069, -2.4191, -3.7024)
C (-4.0038, -2.4855, -2.5043)
C (-3.3770, -2.1834, -1.3026)
H (0.5650, 2.9817, 3.8077)
H (-1.0699, 2.5818, 3.2369)
H (0.2422, 2.8028, 2.0766)
H (2.8529, 0.8768, 3.1143)
H (2.2639, 0.7523, 1.4717)
H (2.3925, -0.7100, 2.4660)
H (1.2824, 0.6009, 5.4682)
H (0.5539, -0.9735, 5.1227)
H (-0.4752, 0.4173, 5.5195)
H (-1.6001, -1.3684, 4.3464)
H (-2.6197, -3.6098, 4.4762)
H (-2.8552, -4.9759, 2.4050)
H (-2.2983, -3.9926, 0.2092)
H (-0.3053, -1.4084, -2.4754)
H (-1.4333, -1.9373, -4.6325)
H (-3.8002, -2.6672, -4.6335)
H (-5.0490, -2.7655, -2.4968)
H (-3.9381, -2.2010, -0.3785)
C (-1.8140, 1.4824, -2.4137)
Si (-0.9014, 1.9825, -0.8902)
C (0.3080, 3.3200, -1.2657)
C (-2.1724, 2.5483, 0.3556)
C (-3.1272, 1.6502, 0.8500)
C (-4.0832, 2.0537, 1.7718)
C (-4.1045, 3.3740, 2.2124)
C (-3.1808, 4.2844, 1.7175)
C (-2.2207, 3.8717, 0.7994)
H (-2.4392, 2.3338, -2.7047)
H (-2.4691, 0.6274, -2.2403)
H (-1.1402, 1.2418, -3.2421)
H (-0.2283, 4.1953, -1.6528)
H (1.0051, 2.9793, -2.0374)
H (0.8896, 3.6299, -0.3932)
H (-3.1330, 0.6182, 0.5016)
H (-4.8166, 1.3463, 2.1423)
H (-4.8465, 3.6927, 2.9340)
H (-3.2080, 5.3156, 2.0464)
H (-1.5013, 4.5967, 0.4289)
C (4.1075, -6.7090, -4.8400)
C (4.3008, -5.5901, -5.8277)
O (3.7253, -5.4724, -6.8625)
S (5.5958, -4.3377, -5.3153)
C (4.5364, -3.3038, -4.3449)
C (3.2490, -2.9556, -4.7647)
C (2.4559, -2.1516, -3.9685)
C (2.9404, -1.6525, -2.7530)
C (4.2507, -1.9564, -2.3652)
C (5.0337, -2.7848, -3.1461)
C (2.0926, -0.8974, -1.8978)
C (1.3710, -0.2206, -1.1601)
H (3.3138, -7.3763, -5.1709)
H (3.8773, -6.2883, -3.8604)
H (5.0462, -7.2570, -4.7439)
H (2.8785, -3.3022, -5.7208)
H (1.4597, -1.8794, -4.2969)
H (4.6409, -1.5468, -1.4421)
H (6.0393, -3.0385, -2.8329)

Its orbital gap (spin up / spin down) is 5.5 / 5.5 eV. The net charge is +1. For the HOMO energy (spin up / spin down), the calculation gives -0.3883 / -0.3881 hartree. For the energy relative to the best compared isomer or geometry (same formula, charge and spin), the calculation gives 0.767 eV.

[3]
The following is a DFT calculation (ωB97M-V/def2-TZVPD) of an isolated molecule of C8H7Br2NO.

Positions of all 19 atoms, in Å:
C (-0.1599, 1.2598, 1.3415)
C (-0.1777, 0.4804, 2.4960)
C (0.3499, -1.4967, 1.1631)
C (0.4791, -0.6207, -0.0203)
C (0.0870, 0.7075, 0.0904)
C (-0.0604, -0.8873, 2.3434)
C (0.8003, -1.0159, -1.4157)
C (0.0232, -1.6545, -2.2816)
N (-1.0093, 2.0577, -1.6532)
O (0.1979, 1.5404, -1.0922)
Br (-0.2086, -1.8341, 4.0036)
Br (2.4974, -0.3656, -2.1077)
H (-0.2946, 2.3567, 1.4580)
H (-0.3330, 0.8269, 3.4572)
H (0.5654, -2.5969, 1.1554)
H (0.4044, -1.9236, -3.2288)
H (-1.4649, 2.8007, -1.1510)
H (-0.9481, -2.0783, -1.9944)
H (-0.7480, 2.4436, -2.5635)

As for the multiplicity: 3. Its orbital gap (spin up / spin down) is 6.1 / 5.8 eV. The expectation value of S² is 2.02. For the HOMO energy (spin up / spin down), the calculation gives -0.1996 / -0.3376 hartree. For the energy relative to the best compared isomer or geometry (same formula, charge and spin), the calculation gives 1.388 eV.

[4]
The following is a DFT calculation (ωB97M-V/def2-TZVPD) of an isolated molecule of C6H12O3Si.

Positions of all 22 atoms, in Å:
C (2.3607, -1.7563, -0.9625)
C (0.9632, 1.8948, 2.1012)
C (1.5731, -1.1969, -0.0424)
C (1.2464, 0.6350, 1.7066)
C (-3.3154, 1.0570, -1.8051)
C (1.2800, 0.2973, 0.2951)
O (-1.6819, 0.3427, 1.6483)
O (-2.7465, 1.0298, -0.5147)
O (-0.0933, 0.5759, -0.4126)
Si (-1.6029, 0.1234, 0.0556)
H (2.2565, -2.8235, -1.0264)
H (3.1309, -1.2327, -1.5555)
H (0.7219, 2.3034, 3.1496)
H (0.7852, 2.6209, 1.3273)
H (0.8731, -1.8410, 0.4367)
H (1.6670, -0.1518, 2.2044)
H (-4.3635, 1.0394, -1.6044)
H (-2.9135, 0.1895, -2.4423)
H (-3.0044, 2.0318, -2.2068)
H (1.8775, 1.0084, -0.3534)
H (-2.1834, 0.9241, 2.2186)
H (-1.9793, -1.1264, -0.4300)

Its orbital gap is 10.4 eV. The SMILES is C=CC(C=C)O[Si@@H](O)OC. For the HOMO energy, the calculation gives -0.3482 hartree. For the energy relative to the best compared isomer or geometry (same formula, charge and spin), the calculation gives 0.000 eV.

[5]
The following is a DFT calculation (ωB97M-V/def2-TZVPD) of a cluster of 2 separate species, C13H20F6NO3P in total.

Positions of all 44 atoms, in Å:
C (-1.7243, -1.0952, 1.1146)
C (-1.2427, -1.3448, -0.3613)
C (-1.1899, 0.0145, -1.1928)
C (0.0586, -2.2268, -0.5069)
C (1.2762, -1.8020, 0.3906)
C (2.0973, -3.1426, 0.7099)
C (2.3289, -0.8820, -0.3607)
O (1.8023, 0.4252, -0.7453)
C (1.9988, 1.3772, 0.1800)
C (1.3563, 1.4217, 1.4756)
C (1.5971, 2.5311, 2.4170)
C (0.8389, 2.5295, 3.7735)
O (1.3551, 2.5221, 4.8399)
O (-0.5612, 2.5709, 3.6767)
C (2.5388, 3.5831, 1.9844)
C (3.1433, 3.4605, 0.6716)
N (2.8658, 2.3967, -0.1628)
H (-2.4833, -0.2592, 1.0628)
H (-2.2499, -1.9657, 1.5779)
H (-0.9288, -0.7486, 1.8268)
H (-2.0687, -1.9339, -0.8580)
H (-0.6932, 0.8483, -0.6347)
H (-0.7115, -0.2058, -2.1870)
H (-2.2666, 0.2767, -1.3882)
H (0.3259, -2.2739, -1.5928)
H (-0.2290, -3.2740, -0.2022)
H (1.0123, -1.3750, 1.3879)
H (2.8770, -2.9886, 1.4991)
H (2.6645, -3.3669, -0.2438)
H (1.4340, -4.0200, 0.8881)
H (2.5997, -1.4223, -1.3079)
H (3.2643, -0.8009, 0.2637)
H (0.6599, 0.6308, 1.8196)
H (-0.9033, 1.6755, 3.4902)
H (2.7335, 4.4404, 2.6610)
H (3.8381, 4.2747, 0.3733)
H (3.3477, 2.3826, -1.0686)
F (-3.6356, 1.0432, -4.0768)
P (-4.3977, -0.3206, -3.6128)
F (-4.9776, -1.7316, -4.1668)
F (-5.1310, 0.5806, -2.4718)
F (-2.9383, -0.8345, -4.1310)
F (-5.6052, 0.1372, -4.5968)
F (-4.0762, -1.1075, -2.2152)

Its orbital gap is 6.1 eV. For the HOMO energy, the calculation gives -0.3423 hartree.

[6]
The following is a DFT calculation (ωB97M-V/def2-TZVPD) of an isolated molecule of C4H9N.

Positions of all 14 atoms, in Å:
N (0.4562, -0.2546, -1.3345)
C (0.0320, 1.0239, -0.7898)
C (-0.8102, 0.7361, 0.4746)
C (-0.1764, -0.5614, 0.9908)
C (0.7736, -1.0539, -0.1210)
H (-0.4058, -0.6621, -1.7042)
H (-0.4718, 1.6710, -1.5011)
H (0.9268, 1.5760, -0.4703)
H (-1.8535, 0.5735, 0.2219)
H (-0.7381, 1.5174, 1.2263)
H (-0.8009, -1.3564, 1.3978)
H (0.4407, -0.3307, 1.8609)
H (0.8281, -2.1031, -0.3858)
H (1.7994, -0.7758, 0.1343)

Its orbital gap is 10.4 eV. The SMILES is C1CCNC1. For the HOMO energy, the calculation gives -0.3382 hartree. For the energy relative to the best compared isomer or geometry (same formula, charge and spin), the calculation gives 0.190 eV.

[7]
The following is a DFT calculation (ωB97M-V/def2-TZVPD) of a structure of composition C22H20Cl2N4O4Sn.

Positions of all 53 atoms, in Å:
Sn (-0.0617, 0.2600, 0.6685)
Cl (4.4885, 3.2013, -4.0684)
C (3.8469, 2.4604, -2.6881)
C (2.5937, 2.7201, -2.3071)
C (2.0413, 2.0753, -1.1338)
N (0.8787, 2.2790, -0.6390)
C (0.0853, 3.4064, -1.0544)
O (0.5864, 4.4600, -1.3292)
C (-1.3937, 3.2066, -0.9970)
C (-2.2242, 4.2437, -1.3804)
C (-3.5933, 4.0287, -1.3427)
C (-4.0654, 2.7971, -0.9241)
C (-3.1520, 1.8217, -0.5509)
N (-1.8353, 2.0155, -0.5860)
C (2.9126, 1.0803, -0.3639)
C (4.2500, 0.8713, -0.8201)
C (4.6978, 1.5094, -1.9201)
Cl (6.2624, 1.2085, -2.4668)
N (2.3568, 0.5311, 0.6760)
C (3.1449, -0.0563, 1.7084)
O (4.3373, 0.0358, 1.7935)
C (2.3373, -0.7317, 2.7747)
C (2.9793, -1.3105, 3.8508)
C (2.2072, -1.9178, 4.8312)
C (0.8291, -1.9246, 4.6931)
C (0.2668, -1.3244, 3.5780)
N (1.0079, -0.7341, 2.6356)
H (1.9890, 3.4126, -2.8686)
H (-1.7955, 5.1836, -1.6989)
H (-4.2796, 4.8126, -1.6349)
H (-5.1253, 2.5870, -0.8869)
H (-3.4886, 0.8494, -0.2104)
H (4.8980, 0.1930, -0.2938)
H (4.0579, -1.2707, 3.9070)
H (2.6767, -2.3757, 5.6924)
H (0.1928, -2.3856, 5.4358)
H (-0.8055, -1.3138, 3.4297)
C (-3.2433, -1.6721, 2.0038)
O (-2.0219, -1.6026, 1.2560)
C (-1.8854, -2.6247, 0.2636)
C (-0.4749, -3.1295, 0.2716)
O (0.4331, -2.0728, -0.0934)
C (1.7648, -2.5802, -0.2584)
H (-3.2805, -2.5945, 2.5861)
H (-4.1054, -1.6287, 1.3371)
H (-3.2646, -0.8165, 2.6745)
H (-2.1466, -2.2213, -0.7186)
H (-2.5612, -3.4526, 0.4832)
H (-0.3754, -3.9406, -0.4537)
H (-0.2046, -3.5100, 1.2612)
H (1.7804, -3.3344, -1.0440)
H (2.1226, -3.0178, 0.6764)
H (2.4056, -1.7531, -0.5483)

Its orbital gap is 6.6 eV. The net charge is +2. For the HOMO energy, the calculation gives -0.5525 hartree. For the energy relative to the best compared isomer or geometry (same formula, charge and spin), the calculation gives 0.672 eV.

[8]
The following is a DFT calculation (ωB97M-V/def2-TZVPD) of a cluster of 3 separate species, C8H15N4 in total.

Positions of all 27 atoms, in Å:
C (-2.0570, -0.2177, 1.9045)
C (-1.3880, -0.5096, 0.7217)
C (-0.0586, -0.7489, 1.0172)
C (-1.9406, -0.6388, -0.7453)
C (1.0035, -1.2204, 0.0126)
C (-0.7996, -0.5644, -1.7349)
C (0.4366, -1.4655, -1.3681)
C (0.0991, -0.6045, 2.3911)
N (-1.0922, -0.1876, 2.9118)
N (2.1099, 2.2019, 2.0919)
N (1.4806, 2.1534, -1.7301)
N (2.1088, 2.2053, 0.9753)
H (-3.1342, 0.0387, 2.1559)
H (-2.3761, -1.5605, -0.9177)
H (-2.6084, 0.2938, -0.7412)
H (1.7867, -0.4301, 0.2336)
H (1.4485, -2.1456, 0.5764)
H (-1.1206, -0.9454, -2.6619)
H (-0.5840, 0.5979, -1.6171)
H (1.0798, -1.3238, -2.1390)
H (0.1323, -2.6046, -1.3718)
H (0.9840, -0.6024, 3.0319)
H (-1.4840, -0.0831, 3.8502)
H (2.0003, 1.4278, -2.2256)
H (2.1045, 2.0941, -0.8255)
H (1.4440, 3.0807, -2.1179)
H (0.4248, 1.7595, -1.6779)

Its orbital gap is 7.2 eV. The net charge is +1. For the HOMO energy, the calculation gives -0.3959 hartree. For the energy relative to the best compared isomer or geometry (same formula, charge and spin), the calculation gives 0.640 eV.

Per-record electronic energy, Ha: -40260.70565, -2551.88196, -5586.80685, -751.04033, -1728.37155, -212.54418, -2504.46186, -532.56950